Entry 1:
Computed, not measured: C42H61ClMgN10O4S2Si2 as an isolated structure, with the ωB97M-V functional and the def2-TZVPD basis.

```
123
Properties=species:S:1:pos:R:3:lowdin_charge:R:1
N -0.506 -0.435 0.367 0.053
H -4.484 -1.384 -1.268 0.074
C 3.488 4.221 -0.904 -0.013
N -2.567 0.175 0.080 -0.101
C -7.554 0.053 0.118 -0.046
H 9.019 0.225 -1.665 0.123
N 0.243 -2.146 -2.021 0.038
O 6.152 1.058 -3.342 -0.302
C 8.312 -0.389 -1.123 -0.027
H -4.663 0.095 -4.688 0.091
C 0.835 -1.655 4.264 -0.033
H -4.988 -1.636 -2.935 0.092
N 2.787 3.235 -1.728 -0.168
C -5.236 2.443 -1.436 -0.097
C 0.596 3.050 2.194 -0.170
S 1.483 -4.268 -2.653 1.109
H 0.898 1.490 5.820 0.024
H 4.174 -1.803 3.898 0.041
H -1.338 -0.137 3.594 0.022
O 3.669 -0.831 -0.033 -0.115
H -4.762 3.377 -1.126 0.126
C 2.179 2.240 -1.146 -0.250
H 5.358 1.928 2.416 0.041
C -2.176 -3.959 -3.103 -0.091
H 9.770 -1.775 -0.385 0.106
H 3.607 1.937 5.289 0.010
H -4.588 0.327 0.243 0.122
Cl -10.143 -2.306 -1.793 0.662
H 3.833 2.805 2.476 0.021
C 3.823 0.901 5.031 -0.183
H 4.881 0.721 5.246 0.029
Si 0.536 1.537 3.317 0.443
N 4.600 0.774 -1.373 -0.008
C -0.953 -3.354 -3.794 -0.244
N 3.189 -3.533 -0.667 0.110
O 6.444 2.487 -1.366 -0.308
H -6.957 3.160 -0.433 0.126
H 4.564 4.099 -1.032 0.077
H -8.543 -1.820 0.505 0.108
H -0.097 3.818 2.548 0.033
H -2.202 -0.662 -2.163 0.062
H 0.198 -3.371 5.367 0.107
H 1.599 3.487 2.195 0.014
H 2.829 3.973 -3.689 0.090
C 1.712 0.227 2.746 -0.380
C 1.336 -1.166 3.042 -0.419
C 0.802 -3.872 3.361 -0.073
C -4.787 0.837 -3.898 -0.042
H 1.459 -3.968 1.318 0.097
H -3.712 1.831 0.537 0.146
H -2.997 -4.083 -3.810 0.075
C -7.361 1.105 -0.769 -0.246
H -1.807 1.469 4.144 0.030
C 0.571 -2.996 4.421 -0.059
H 4.266 3.029 -3.211 0.069
S 6.071 1.207 -1.913 0.623
C 6.040 -0.857 -0.429 -0.119
H -5.856 1.012 -3.780 0.069
H 3.859 -4.149 -1.096 0.097
C -1.378 -1.419 0.705 -0.190
C 7.800 -2.290 0.283 -0.061
H -0.620 -3.996 -4.611 0.103
H -1.200 -2.385 -4.228 0.096
H -2.965 2.587 -2.731 0.099
Si 3.493 0.468 3.219 0.443
N 1.513 -2.035 2.014 0.037
H 4.158 1.705 1.136 0.003
C -1.258 0.928 3.369 -0.155
C 4.434 -1.159 3.052 -0.164
H -2.877 -0.982 -3.753 0.074
C 6.447 -1.972 0.281 -0.016
H 4.201 -1.697 2.137 -0.009
C -2.743 -0.210 -2.993 -0.041
C -6.399 2.220 -0.454 -0.135
H 2.745 2.201 -3.545 0.100
C -8.934 0.062 -2.283 -0.098
H 0.618 -4.934 3.449 0.098
C 8.722 -1.508 -0.407 -0.066
H -4.325 1.762 -4.256 0.090
N -2.638 -1.094 0.545 0.138
C 3.182 3.105 -3.130 -0.026
H -1.778 1.101 2.427 0.002
C 6.965 -0.096 -1.115 -0.211
C -4.950 -0.900 -2.128 -0.021
H -1.942 -4.937 -2.680 0.076
C 4.287 1.845 2.210 -0.155
C -4.140 0.308 -2.609 -0.481
C 0.818 2.256 5.046 -0.191
H -7.968 1.926 -2.658 0.119
H -5.634 2.632 -2.433 0.102
C 1.271 -3.339 2.181 -0.143
C -9.083 -0.989 -1.391 -0.671
H -6.021 2.089 0.561 0.106
H 3.183 5.228 -1.192 0.090
H -5.976 -0.646 -1.877 0.062
H 5.737 -2.567 0.840 0.102
C -4.038 1.448 -1.532 -0.404
H -2.513 -3.312 -2.293 0.062
H -0.029 2.900 5.299 0.026
H -1.070 -2.384 1.071 0.113
C 2.080 -3.238 -1.399 -0.697
N 1.331 -2.191 -1.185 -0.014
O -2.889 2.261 -1.828 -0.023
H -9.485 0.060 -3.214 0.107
C -3.774 0.954 -0.111 -0.055
C 4.657 -0.283 -0.595 -0.480
H 0.684 -0.961 5.082 0.110
C 0.172 -3.138 -2.832 -0.610
H 3.244 4.056 0.142 0.080
H -0.978 1.516 -0.375 0.125
H 5.511 -0.978 3.094 0.038
H 3.582 -2.708 -0.209 0.059
C -1.291 0.550 -0.019 -0.149
H 3.242 0.261 5.701 0.028
Mg 1.703 -0.452 0.524 0.538
C -8.407 -0.998 -0.184 -0.098
C -8.079 1.102 -1.962 -0.049
H 1.720 2.869 5.096 0.015
H -7.017 0.041 1.060 0.118
N 1.610 1.358 -0.656 0.198
H 8.145 -3.154 0.837 0.106
H 0.347 2.807 1.162 -0.006
H -2.108 0.568 -3.417 0.093
```

Results
- highest occupied orbital energy (eV) = -7.1786
- Kohn-Sham gap (eV) = 7.48
- ΔE to the lowest compared entry with this formula, charge and spin (eV) = 0.011
- LUMO energy (eV) = 0.30

=====

Entry 2:
Computed, not measured: a 2-piece molecular cluster, C42H61OSi overall at a distorted geometry, with the ωB97M-V functional and the def2-TZVPD basis.

```
105
Properties=species:S:1:pos:R:3:lowdin_charge:R:1
H 3.687 -0.961 3.984 0.120
C -1.395 0.925 0.109 -0.311
C -3.551 -0.054 6.404 -0.042
H 0.828 -2.373 -0.229 0.106
H 0.624 2.521 -6.691 0.100
C -0.463 -7.089 -2.011 -0.121
C -0.104 2.066 -2.501 -0.250
C 7.698 0.231 7.130 -0.067
C 6.844 -1.815 6.137 -0.066
Si -0.763 0.520 -1.655 0.647
C 1.998 2.070 5.741 0.021
H 7.039 2.076 6.167 0.124
C 2.290 2.522 -8.054 -0.118
H -0.224 2.505 -4.614 0.106
H 0.363 0.935 3.033 0.047
C 1.862 2.235 -4.157 -0.227
H 0.485 -4.866 -0.667 0.116
H -2.385 -2.919 4.961 0.121
H -1.152 -4.555 -1.244 0.116
C -0.103 -4.627 -1.564 -0.247
H 3.455 2.200 -5.591 0.112
H 0.223 0.838 -4.297 0.097
H 2.478 1.658 -3.456 0.109
H -3.989 -0.020 -4.786 0.120
H 0.666 2.936 1.202 0.116
C 7.637 -1.166 7.089 -0.077
H -0.301 -1.607 4.943 0.101
C 6.999 0.987 6.194 -0.002
H -2.330 2.709 0.918 0.113
C 2.381 1.972 -5.575 -0.234
H -4.481 -1.957 5.927 0.126
C 0.197 -2.154 -1.103 -0.283
C -1.220 -1.141 5.283 0.020
H -0.329 -7.884 -2.746 0.070
C 0.599 -0.772 -1.656 -0.243
H -6.287 0.388 -5.876 0.110
H 0.085 -7.366 -1.105 0.071
C 3.341 2.112 5.461 0.044
C 1.690 2.773 -6.675 -0.282
H -0.523 -5.509 -3.477 0.110
H 5.491 -1.548 4.447 0.105
C -2.386 -1.899 5.349 -0.037
H 1.417 -0.358 -1.047 0.080
C -2.428 0.740 6.253 0.007
C 0.035 -5.764 -2.569 -0.282
H -0.562 2.232 5.296 0.147
H -4.440 0.346 6.894 0.121
C 1.827 -0.113 4.675 0.010
H -6.021 1.429 -3.017 0.116
H -7.562 2.515 -5.476 0.073
C -3.563 -1.364 5.892 -0.012
C -0.149 1.154 2.107 -0.102
H -5.233 2.114 -4.438 0.118
H 2.209 1.468 -8.337 0.073
H -2.417 1.771 6.612 0.128
C -6.703 0.610 -4.886 -0.283
C -1.353 2.432 0.500 -0.171
C -4.427 0.221 -3.809 -0.235
H 8.305 0.744 7.876 0.112
C -5.597 1.175 -3.999 -0.247
C -7.877 1.571 -5.021 -0.122
H 1.088 -5.854 -2.860 0.110
H -0.236 -3.052 -3.024 0.119
H -2.448 0.606 0.044 0.107
H 1.762 3.114 -8.805 0.069
H -1.148 3.094 -0.343 0.084
C -0.234 1.189 5.316 0.106
H 2.283 0.903 -5.805 0.114
H -0.585 3.281 2.388 0.100
H 0.693 2.478 -1.861 0.082
C 0.391 1.873 -3.955 -0.261
H -2.981 1.747 -3.336 0.108
H -8.317 1.793 -4.045 0.071
H -7.047 -0.342 -4.465 0.108
C -0.284 2.560 1.619 -0.179
H -0.839 -2.148 -0.729 0.091
H -8.653 1.133 -5.652 0.068
H 8.218 -1.756 7.798 0.109
H -1.527 -7.035 -1.760 0.072
C -1.251 0.243 5.610 -0.182
H 6.793 -2.904 6.091 0.112
H -0.588 -0.834 1.304 0.098
H -3.792 1.068 -1.928 0.107
C 3.197 -0.111 4.459 0.042
H -2.543 -1.091 -2.203 0.084
H 2.004 3.294 -3.905 0.116
H 0.981 -0.851 -2.688 0.080
C -0.662 0.253 1.237 -0.082
H 3.348 2.803 -8.086 0.073
C -2.185 -0.166 -2.686 -0.253
C 3.941 1.014 4.826 -0.185
H -1.757 -0.468 -3.656 0.085
H 3.962 2.968 5.728 0.140
H 1.398 -3.348 -2.433 0.122
H -0.922 2.806 -2.503 0.071
H 1.757 3.841 -6.436 0.112
C 6.109 -1.074 5.211 -0.017
H 1.529 2.883 6.294 0.132
C 6.171 0.318 5.288 -0.244
C 0.347 -3.282 -2.120 -0.232
C 1.177 0.999 5.276 -0.206
H 1.251 -0.952 4.292 0.107
C -3.348 0.805 -2.900 -0.273
O 5.299 1.111 4.531 0.017
H -4.788 -0.723 -3.382 0.118
```

Results
- highest occupied orbital energy (eV) = -10.6750
- total charge = +1
- Kohn-Sham gap (eV) = 4.87
- LUMO energy (eV) = -5.81